C48H44N9O9Sr | the ωB97M-V functional and the def2-TZVPD basis

Output
ΔE to the lowest compared entry with this formula, charge and spin = 0.0 kcal/mol
charge = -1
highest occupied orbital energy = -4.5 eV

Positions of all 111 atoms, in Å:
Sr -0.512 0.729 0.391
C -0.287 -1.662 3.771
C -1.166 -0.501 4.125
C -2.210 -0.651 5.037
C -3.015 0.435 5.329
C -2.743 1.652 4.732
C -1.669 1.727 3.850
N -0.921 0.671 3.534
C -1.297 3.031 3.218
C -1.695 4.235 3.796
C -1.300 5.421 3.208
C -0.510 5.380 2.075
C -0.150 4.139 1.559
N -0.543 2.995 2.121
C 0.721 4.047 0.351
C 0.696 5.039 -0.620
C 1.546 4.910 -1.707
C 2.376 3.810 -1.780
C 2.312 2.838 -0.783
C 3.112 1.575 -0.882
N 1.502 2.970 0.269
H -0.595 -2.555 4.316
H 0.755 -1.430 4.002
H -0.337 -1.858 2.701
H -2.387 -1.616 5.494
H -3.852 0.334 6.010
H -3.380 2.505 4.909
H -2.283 4.245 4.701
H -1.588 6.370 3.643
H -0.154 6.288 1.610
H -0.001 5.863 -0.556
H 1.532 5.644 -2.502
H 3.036 3.666 -2.625
H 3.993 1.720 -1.509
H 2.488 0.796 -1.332
H 3.401 1.226 0.107
O -1.921 5.157 -4.111
C -2.785 5.334 -3.128
O -3.575 6.257 -3.126
C -2.733 4.372 -2.000
C -3.586 4.424 -0.913
N -3.236 3.436 -0.081
N -2.194 2.740 -0.544
C -1.880 3.278 -1.712
C -0.733 2.656 -2.465
O -0.469 3.108 -3.606
O -0.130 1.736 -1.874
H -1.340 4.330 -3.956
H -4.405 5.092 -0.710
H -3.707 3.109 0.778
C 2.119 -5.174 -5.235
O 1.881 -4.536 -4.000
C 2.027 -5.279 -2.863
C 2.444 -6.595 -2.833
C 2.543 -7.267 -1.615
C 2.202 -6.616 -0.447
C 1.769 -5.293 -0.474
C 1.696 -4.595 -1.674
N 1.266 -3.283 -1.812
C 1.180 -2.259 -0.864
N 2.030 -2.396 0.177
C 2.349 -1.520 1.265
C 1.691 -0.329 1.534
C 2.224 0.387 2.627
C 3.285 -0.050 3.398
C 3.893 -1.276 3.116
C 3.418 -2.007 2.044
O 3.942 -3.233 1.661
C 5.028 -3.733 2.400
N 0.362 -1.280 -1.034
C -0.448 -1.256 -2.190
C -1.787 -1.617 -2.130
C -2.628 -1.426 -3.222
C -2.128 -0.862 -4.382
C -0.786 -0.504 -4.466
C 0.055 -0.707 -3.382
O 1.382 -0.411 -3.387
C 1.811 0.582 -4.305
H 1.920 -4.431 -6.003
H 1.453 -6.030 -5.375
H 3.158 -5.508 -5.316
H 2.698 -7.107 -3.750
H 2.877 -8.296 -1.597
H 2.257 -7.132 0.503
H 1.475 -4.805 0.444
H 0.966 -3.023 -2.738
H 2.703 -3.137 0.069
H 1.768 1.340 2.890
H 3.653 0.544 4.230
H 4.717 -1.633 3.719
H 5.296 -4.686 1.948
H 4.758 -3.894 3.449
H 5.888 -3.057 2.357
H -2.160 -2.018 -1.196
H -3.674 -1.698 -3.152
H -2.779 -0.683 -5.228
H -0.409 -0.037 -5.365
H 2.824 0.846 -4.006
H 1.166 1.461 -4.248
H 1.837 0.191 -5.328
O -2.182 -1.464 1.110
C -3.122 -0.775 1.509
C -4.389 -1.338 2.147
C -5.185 -0.082 2.472
C -4.284 1.045 1.966
O -4.589 2.238 2.073
N -3.137 0.576 1.434
H -4.111 -1.926 3.022
H -4.880 -2.008 1.441
H -5.364 0.063 3.538
H -6.149 -0.020 1.965

These are the Löwdin partial charges, in e, on atoms 1 to 6:
1. Sr 1.36
2. C -0.02
3. C -0.30
4. C -0.03
5. C -0.07
6. C -0.03